{"formula": "CH5NO3Si", "method": "ωB97M-V/def2-TZVPD", "e_above_lowest_kj_mol": 231.6, "homo_lumo_gap_ev": 8.9, "charge": 0, "homo_energy_ev": -8.42, "symbols": ["C", "N", "O", "O", "O", "Si", "H", "H", "H", "H", "H"], "positions_angstrom": [[-1.80, 0.27, -0.52], [-0.70, -0.02, 0.18], [0.66, 0.10, -0.43], [-0.80, -0.53, 1.34], [-2.96, 0.10, 0.07], [2.33, -0.16, 0.04], [-1.80, 0.73, -1.59], [-2.91, -0.38, 0.89], [2.33, 0.22, 1.40], [2.55, -1.25, -0.88], [3.09, 0.93, -0.51]]}

{"formula": "CH5NO3Si", "method": "ωB97M-V/def2-TZVPD", "homo_lumo_gap_ev": [3.6, 7.5], "spin_multiplicity": 3, "charge": 0, "homo_energy_ev": [-4.54, -10.62], "symbols": ["C", "N", "O", "O", "O", "Si", "H", "H", "H", "H", "H"], "positions_angstrom": [[-2.56, 0.55, -0.40], [-1.33, -0.05, -0.02], [-0.10, 0.48, -0.43], [-1.47, -1.06, 0.72], [-3.53, -0.21, 0.08], [1.85, -0.16, -0.01], [-2.83, 1.37, -1.10], [-3.05, -0.89, 0.68], [2.15, 0.75, 1.05], [1.55, -1.45, 0.74], [2.11, 0.39, -1.40]]}

{"formula": "CH5NOS", "method": "ωB97M-V/def2-TZVPD", "e_above_lowest_kj_mol": 41.8, "homo_lumo_gap_ev": 10.6, "charge": 0, "homo_energy_ev": -9.99, "symbols": ["S", "H", "H", "C", "N", "O", "H", "H", "H"], "positions_angstrom": [[0.09, 2.00, 1.06], [0.88, 2.65, 1.92], [-0.47, 1.27, 2.03], [-0.59, -0.90, -1.18], [0.48, -1.19, -0.36], [-0.50, -0.70, -2.37], [-1.60, -1.06, -0.78], [1.33, -1.29, -0.89], [0.38, -0.79, 0.56]]}

{"formula": "CH5NP2", "method": "ωB97M-V/def2-TZVPD", "e_above_lowest_kj_mol": 66.0, "homo_lumo_gap_ev": 8.1, "charge": 0, "homo_energy_ev": -8.88, "symbols": ["C", "N", "P", "P", "H", "H", "H", "H", "H"], "positions_angstrom": [[-0.10, -1.04, -0.47], [-0.22, 1.47, 0.27], [-0.74, 2.91, 0.72], [-1.25, 0.07, 0.54], [-0.48, -1.24, -1.53], [0.08, -1.96, 0.09], [0.77, -0.49, -0.46], [0.24, 3.86, -0.13], [-0.55, -0.28, 1.71]]}

{"formula": "CH5NP2", "method": "ωB97M-V/def2-TZVPD", "e_above_lowest_kj_mol": 43.2, "homo_lumo_gap_ev": 8.0, "charge": 0, "homo_energy_ev": -8.65, "symbols": ["C", "N", "P", "P", "H", "H", "H", "H", "H"], "positions_angstrom": [[1.81, 0.08, 0.38], [-0.69, -0.14, 0.05], [0.27, 1.07, -0.25], [-2.31, -0.14, 0.07], [2.76, 0.10, -0.34], [2.11, 0.34, 1.37], [1.57, -0.99, 0.38], [-2.74, 0.91, -0.83], [-2.78, -1.23, -0.84]]}

{"formula": "CH5NSi2", "method": "ωB97M-V/def2-TZVPD", "e_above_lowest_kj_mol": 48.6, "homo_lumo_gap_ev": 10.6, "charge": 0, "homo_energy_ev": -10.47, "symbols": ["C", "N", "Si", "Si", "H", "H", "H", "H", "H"], "positions_angstrom": [[1.20, 1.76, 0.01], [2.21, 2.15, -0.27], [-0.38, -1.57, -0.32], [-0.33, 0.83, 0.49], [-1.82, -1.71, 0.05], [-0.18, -1.88, -1.71], [0.84, -2.32, 0.18], [-0.27, 1.25, 1.82], [-1.27, 1.50, -0.25]]}

{"formula": "CH5O2P", "method": "ωB97M-V/def2-TZVPD", "e_above_lowest_kj_mol": 360.9, "homo_lumo_gap_ev": 9.6, "charge": 0, "homo_energy_ev": -8.68, "symbols": ["C", "O", "O", "P", "H", "H", "H", "H", "H"], "positions_angstrom": [[-0.32, -0.65, 0.99], [-0.07, -0.21, -1.84], [0.14, 0.99, -1.25], [0.79, 0.74, 0.45], [0.25, -1.44, 1.62], [-0.60, -1.10, 0.06], [-1.10, -0.16, 1.51], [0.70, -0.19, -2.56], [0.22, 2.01, 1.02]]}

{"formula": "CH5O2P", "method": "ωB97M-V/def2-TZVPD", "e_above_lowest_kj_mol": 535.5, "homo_lumo_gap_ev": [8.6, 7.8], "charge": 0, "homo_energy_ev": [-10.09, -9.20], "symbols": ["C", "O", "O", "P", "H", "H", "H", "H", "H"], "positions_angstrom": [[-1.76, -0.03, 0.38], [1.96, 1.40, 0.68], [1.82, 0.44, -0.19], [2.88, -0.45, -0.83], [-1.12, -1.01, 0.39], [-1.27, 0.64, -0.41], [-2.75, -0.31, 0.18], [-1.61, 0.39, 1.34], [1.84, -1.08, -1.55]]}

{"formula": "CH5O2Rh", "method": "ωB97M-V/def2-TZVPD", "homo_lumo_gap_ev": [7.8, 7.8], "spin_multiplicity": 5, "charge": 0, "homo_energy_ev": [-7.28, -9.96], "symbols": ["C", "H", "H", "H", "O", "Rh", "H", "O", "H"], "positions_angstrom": [[-0.18, -0.25, -0.91], [0.28, -0.99, -1.60], [-1.28, -0.19, -1.01], [0.10, 0.67, -1.45], [0.11, -0.88, 0.53], [-1.05, -1.71, 1.73], [0.78, 0.22, 1.02], [1.00, 1.29, 0.72], [0.25, 1.84, 0.96]]}

{"formula": "CH5OPS", "method": "ωB97M-V/def2-TZVPD", "e_above_lowest_kj_mol": 436.3, "homo_lumo_gap_ev": [8.3, 7.0], "charge": 0, "homo_energy_ev": [-9.39, -8.67], "symbols": ["C", "O", "P", "S", "H", "H", "H", "H", "H"], "positions_angstrom": [[0.16, -2.12, 0.68], [0.42, -0.73, 0.69], [0.25, 3.81, -0.96], [-0.87, 0.28, 0.53], [-0.39, -2.41, -0.21], [-0.41, -2.42, 1.57], [1.13, -2.61, 0.69], [0.41, 2.43, -1.00], [-0.71, 3.77, -1.98]]}

{"formula": "CH5OPS", "method": "ωB97M-V/def2-TZVPD", "e_above_lowest_kj_mol": 0.0, "homo_lumo_gap_ev": [7.9, 7.7], "spin_multiplicity": 3, "charge": 0, "homo_energy_ev": [-7.12, -10.17], "symbols": ["C", "O", "P", "S", "H", "H", "H", "H", "H"], "positions_angstrom": [[-1.22, -1.68, -0.02], [0.97, 2.11, -0.57], [-1.88, -0.07, -0.66], [-3.50, 0.22, 0.38], [-1.64, -2.39, -0.79], [-1.55, -2.00, 0.91], [-0.16, -1.71, 0.15], [1.18, 1.32, -0.08], [1.60, 2.62, -0.07]]}

{"formula": "CH5OS", "method": "ωB97M-V/def2-TZVPD", "e_above_lowest_kj_mol": 11.5, "homo_lumo_gap_ev": 6.8, "charge": -1, "homo_energy_ev": -2.38, "symbols": ["C", "S", "H", "H", "H", "H", "H", "O"], "positions_angstrom": [[-1.10, 0.10, -0.41], [0.12, 1.37, -0.93], [-1.06, -0.18, 0.64], [-2.09, 0.46, -0.69], [-0.92, -0.82, -0.97], [1.67, -0.07, 0.07], [1.58, -0.16, 1.52], [1.81, -0.70, 0.77]]}

{"formula": "CH5PS", "method": "ωB97M-V/def2-TZVPD", "e_above_lowest_kj_mol": 199.9, "homo_lumo_gap_ev": [5.4, 6.9], "spin_multiplicity": 3, "charge": 0, "homo_energy_ev": [-4.48, -9.76], "symbols": ["C", "P", "S", "H", "H", "H", "H", "H"], "positions_angstrom": [[1.20, 0.12, -0.35], [-1.72, -0.08, -0.18], [-0.13, 1.27, 0.05], [1.13, -0.59, -1.10], [1.40, -0.92, 0.56], [2.23, 0.65, -0.30], [-1.70, -0.72, 1.04], [-2.72, 0.98, 0.18]]}

{"formula": "CH5PS2", "method": "ωB97M-V/def2-TZVPD", "e_above_lowest_kj_mol": 438.6, "homo_lumo_gap_ev": [6.9, 7.2], "charge": 0, "homo_energy_ev": [-7.65, -7.98], "symbols": ["C", "P", "S", "S", "H", "H", "H", "H", "H"], "positions_angstrom": [[-0.75, 1.25, 0.56], [1.88, -1.65, -0.73], [0.53, 0.44, -0.26], [-2.43, 0.56, 0.61], [-0.39, 1.39, 1.55], [2.64, -0.94, 0.21], [1.49, -2.57, 0.16], [-0.08, 0.49, -1.47], [-2.89, 1.03, -0.63]]}

{"formula": "CH5S2", "method": "ωB97M-V/def2-TZVPD", "e_above_lowest_kj_mol": 0.0, "homo_lumo_gap_ev": 6.7, "charge": -1, "homo_energy_ev": -2.97, "symbols": ["S", "H", "C", "S", "H", "H", "H", "H"], "positions_angstrom": [[2.34, 1.51, 0.25], [2.67, 0.27, 0.58], [-1.19, -0.52, 0.10], [-0.39, -0.04, -1.45], [-0.44, -0.69, 0.86], [-1.78, -1.43, 0.00], [-1.87, 0.25, 0.45], [0.65, 0.64, -0.79]]}

{"formula": "CH5S3", "method": "ωB97M-V/def2-TZVPD", "e_above_lowest_kj_mol": 25.5, "homo_lumo_gap_ev": 5.8, "charge": -1, "homo_energy_ev": -2.25, "symbols": ["S", "H", "C", "S", "S", "H", "H", "H", "H"], "positions_angstrom": [[-2.30, -0.43, -1.82], [-2.08, 0.60, -2.66], [2.34, -0.96, 1.04], [1.51, 0.58, 0.35], [-0.33, 0.47, 1.20], [1.54, -1.29, 1.69], [3.22, -0.70, 1.62], [2.60, -1.71, 0.30], [-1.80, 0.27, -0.76]]}

{"formula": "CH6BNO", "method": "ωB97M-V/def2-TZVPD", "e_above_lowest_kj_mol": 0.0, "homo_lumo_gap_ev": 10.7, "charge": 0, "homo_energy_ev": -10.23, "symbols": ["B", "C", "N", "O", "H", "H", "H", "H", "H", "H"], "positions_angstrom": [[0.34, -0.09, 0.06], [-1.26, -0.63, -0.01], [0.71, 1.29, -0.09], [1.31, -1.11, 0.00], [-1.64, -0.48, 1.09], [-1.10, -1.72, -0.30], [-2.04, -0.22, -0.67], [0.01, 1.99, -0.30], [1.49, 1.79, 0.07], [2.18, -0.81, 0.16]]}

{"formula": "CH6ClN3", "method": "ωB97M-V/def2-TZVPD", "e_above_lowest_kj_mol": 101.0, "homo_lumo_gap_ev": 9.7, "charge": 0, "homo_energy_ev": -9.07, "symbols": ["C", "N", "N", "N", "Cl", "H", "H", "H", "H", "H", "H"], "positions_angstrom": [[0.11, -1.66, 0.03], [0.09, 2.22, 0.03], [0.08, 0.90, 0.40], [-0.60, 0.09, -0.39], [-2.40, -0.06, -0.17], [-0.76, -2.29, -0.23], [0.97, -1.78, -0.75], [0.49, -1.36, 0.95], [0.74, 2.46, -0.68], [-0.84, 2.57, -0.15], [0.02, 0.75, 1.38]]}

{"formula": "CH6IN3", "method": "ωB97M-V/def2-TZVPD", "e_above_lowest_kj_mol": 14.0, "homo_lumo_gap_ev": [7.2, 7.2], "charge": 0, "homo_energy_ev": [-7.83, -7.83], "symbols": ["C", "N", "N", "N", "I", "H", "H", "H", "H", "H", "H"], "positions_angstrom": [[-1.05, -0.70, 0.28], [0.02, 1.33, -0.70], [1.19, -0.63, -0.56], [0.10, -0.09, -0.48], [2.42, -0.74, 1.82], [-1.88, -1.01, -0.41], [-0.64, -1.59, 0.82], [-1.41, 0.05, 0.91], [0.38, 1.82, 0.20], [-1.05, 1.61, -0.81], [1.92, -0.05, -1.06]]}

{"formula": "CH6N2", "method": "ωB97M-V/def2-TZVPD", "e_above_lowest_kj_mol": 436.4, "homo_lumo_gap_ev": [9.7, 9.4], "charge": 0, "homo_energy_ev": [-9.75, -9.80], "symbols": ["C", "N", "N", "H", "H", "H", "H", "H", "H"], "positions_angstrom": [[-0.65, -0.89, -0.57], [1.18, 1.37, 0.36], [-0.74, -0.18, 0.62], [0.50, -1.26, -0.67], [-1.40, -1.61, -0.42], [-0.82, -0.48, -1.53], [1.40, 1.86, 1.20], [1.52, 0.41, 0.40], [-0.99, 0.80, 0.62]]}